Entry 1:
Formula: C3H3NS
Source: the Open Molecules 2025 dataset
Level of theory: ωB97M-V with the def2-TZVPD basis set

LUMO level = -0.008 Eh
charge = 0
maximum force = 3.64 eV/Å
frontier orbital gap = 8.6 eV
SMILES string = C#CC(N)=S

Each atom is followed by the atoms it is bonded to, with distances in Å.
Element x y z (Å)
1 C -0.02 0.38 -0.54  C2 1.501, N7 1.417, S8 1.598
2 C 0.56 0.41 0.84  C1 1.501, C3 1.247
3 C 0.56 0.61 2.07  C2 1.247, H6 1.151
4 H -0.65 -0.60 -2.21  N7 1.127
5 H -0.48 -1.84 -0.79  N7 1.109
6 H 0.60 0.12 3.11  C3 1.151
7 N -0.20 -0.85 -1.21  C1 1.417, H4 1.127, H5 1.109
8 S -0.37 1.77 -1.26  C1 1.598

Atomic partial charges in e from the Mulliken method, atoms 1 to 2:
1 C 0.480
2 C -0.295

=====

Entry 2:
Formula: C3H7N3O2
Source: the Open Molecules 2025 dataset
Level of theory: ωB97M-V with the def2-TZVPD basis set

LUMO level = 0.032 Eh
charge = 0
maximum force = 7.59 eV/Å
frontier orbital gap = 9.9 eV
SMILES string = CO/N=C\O/C=N\N

Each atom is followed by the atoms it is bonded to, with distances in Å.
Element x y z (Å)
1 C 1.42 1.69 1.43  H4 1.132, H5 1.104, H6 1.186, O14 1.520
2 C -0.87 -0.81 1.10  H7 1.148, N11 1.260, O15 1.365
3 C 0.34 -1.13 -1.00  H8 1.106, N12 1.183, O15 1.258
4 H 1.79 1.20 2.38  C1 1.132
5 H 2.29 2.01 0.83  C1 1.104
6 H 0.79 2.67 1.63  C1 1.186
7 H -1.92 -1.17 1.38  C2 1.148
8 H 1.09 -1.92 -1.21  C3 1.106
9 H -0.44 1.14 -2.50  N13 1.148
10 H -1.43 0.81 -0.93  N13 1.140
11 N -0.42 0.30 1.50  C2 1.260, O14 1.434
12 N 0.10 -0.32 -1.82  C3 1.183, N13 1.442
13 N -1.14 0.41 -1.96  H9 1.148, H10 1.140, N12 1.442
14 O 0.60 0.72 0.59  C1 1.520, N11 1.434
15 O -0.27 -1.46 0.06  C2 1.365, C3 1.258

Atomic partial charges in e from the Mulliken method, atoms 1 to 2:
1 C -0.529
2 C 0.082

=====

Entry 3:
Formula: C21H56F14N9O14P2S2
Source: the Open Molecules 2025 dataset
Level of theory: ωB97M-V with the def2-TZVPD basis set

LUMO level = -0.283 Eh
charge = +3
maximum force = 8.07 eV/Å
frontier orbital gap = 7.2 eV

Each atom is followed by the atoms it is bonded to, with distances in Å.
Element x y z (Å)
1 C 1.63 4.04 -0.95  C2 1.527, H8 1.093, H9 1.085, H10 1.087
2 C 2.25 5.38 -1.32  C1 1.527, O3 1.162, N4 1.534
3 O 1.64 6.35 -1.53  C2 1.162
4 N 3.78 5.38 -1.47  C2 1.534, H5 1.020, H6 1.023, C7 1.521
5 H 4.09 4.78 -0.69  N4 1.020
6 H 4.05 5.01 -2.38  N4 1.023
7 C 4.37 6.78 -1.43  N4 1.521, H11 1.086, H12 1.087, H13 1.084
8 H 2.21 3.24 -1.43  C1 1.093
9 H 0.64 3.95 -1.40  C1 1.085
10 H 1.64 3.94 0.13  C1 1.087
11 H 3.73 7.43 -2.01  C7 1.086
12 H 5.35 6.73 -1.91  C7 1.087
13 H 4.47 7.12 -0.40  C7 1.084
14 C -1.17 -4.44 -1.29  C15 1.476, H21 1.094, H22 1.093, H23 1.088
15 C -0.41 -3.58 -0.36  C14 1.476, O16 1.180, N17 1.506
16 O 0.77 -3.48 -0.36  C15 1.180
17 N -1.15 -2.80 0.69  C15 1.506, H18 1.037, H19 1.024, C20 1.530
18 H -0.99 -1.77 0.71  N17 1.037
19 H -2.15 -2.88 0.47  N17 1.024
20 C -0.93 -3.45 2.06  N17 1.530, H24 1.083, H25 1.085, H26 1.088
21 H -1.51 -3.81 -2.12  C14 1.094
22 H -2.03 -4.95 -0.84  C14 1.093
23 H -0.56 -5.28 -1.60  C14 1.088
24 H -1.67 -2.97 2.69  C20 1.083
25 H 0.11 -3.33 2.35  C20 1.085
26 H -1.12 -4.51 1.92  C20 1.088
27 C -8.05 -0.72 -4.70  C28 1.505, H34 1.093, H35 1.086, H36 1.090
28 C -6.94 -1.32 -3.88  C27 1.505, O29 1.174, N30 1.504
29 O -7.07 -2.30 -3.25  C28 1.174
30 N -5.65 -0.54 -3.83  C28 1.504, H31 1.022, H32 1.023, C33 1.521
31 H -5.36 -0.30 -4.78  N30 1.022
32 H -5.84 0.27 -3.25  N30 1.023
33 C -4.52 -1.31 -3.16  N30 1.521, H37 1.084, H38 1.084, H39 1.083
34 H -8.56 0.05 -4.13  C27 1.093
35 H -8.78 -1.51 -4.86  C27 1.086
36 H -7.70 -0.30 -5.65  C27 1.090
37 H -4.86 -1.67 -2.20  C33 1.084
38 H -3.66 -0.65 -3.13  C33 1.084
39 H -4.31 -2.14 -3.84  C33 1.083
40 C 3.38 -1.75 -3.25  C41 1.483, H47 1.089, H48 1.093, H49 1.099
41 C 3.96 -1.17 -4.49  C40 1.483, O42 1.174, N43 1.523
42 O 5.09 -0.99 -4.72  C41 1.174
43 N 2.88 -0.63 -5.42  C41 1.523, H44 1.026, H45 1.024, C46 1.507
44 H 3.39 -0.44 -6.28  N43 1.026
45 H 2.20 -1.38 -5.62  N43 1.024
46 C 2.32 0.63 -4.81  N43 1.507, H50 1.084, H51 1.087, H52 1.089
47 H 4.07 -2.33 -2.65  C40 1.089
48 H 2.46 -2.35 -3.28  C40 1.093
49 H 3.08 -0.97 -2.54  C40 1.099
50 H 3.17 1.22 -4.49  C46 1.084
51 H 1.58 0.37 -4.05  C46 1.087
52 H 1.75 1.10 -5.61  C46 1.089
53 C 1.52 5.88 6.18  C54 1.500, H60 1.090, H61 1.087, H62 1.093
54 C 0.71 4.66 5.85  C53 1.500, O55 1.158, N56 1.546
55 O -0.01 4.14 6.58  C54 1.158
56 N 0.82 4.11 4.40  C54 1.546, H57 1.024, H58 1.021, C59 1.514
57 H -0.12 3.85 4.11  N56 1.024
58 H 1.09 4.78 3.69  N56 1.021
59 C 1.77 2.93 4.41  N56 1.514, H63 1.088, H64 1.088, H65 1.092
60 H 2.43 6.05 5.60  C53 1.090
61 H 1.77 5.78 7.23  C53 1.087
62 H 0.89 6.75 6.03  C53 1.093
63 H 2.66 3.26 4.95  C59 1.088
64 H 2.01 2.71 3.37  C59 1.088
65 H 1.48 1.97 4.84  C59 1.092
66 C -1.44 0.56 5.05  C67 1.504, H73 1.087, H74 1.092, H75 1.092
67 C -2.40 0.33 3.92  C66 1.504, O68 1.169, N69 1.511
68 O -3.26 -0.46 4.03  C67 1.169
69 N -2.30 1.20 2.69  C67 1.511, H70 1.013, H71 1.052, C72 1.524
70 H -1.89 2.10 2.92  N69 1.013
71 H -1.67 0.70 2.01  N69 1.052
72 C -3.59 1.35 1.88  N69 1.524, H76 1.087, H77 1.085, H78 1.091
73 H -0.76 1.41 5.01  C66 1.087
74 H -0.87 -0.36 5.18  C66 1.092
75 H -2.17 0.66 5.85  C66 1.092
76 H -3.31 1.55 0.85  C72 1.087
77 H -4.23 2.10 2.34  C72 1.085
78 H -4.14 0.41 1.88  C72 1.091
79 C 4.65 -1.32 0.80  C80 1.498, H86 1.097, H87 1.084, H88 1.093
80 C 4.40 -2.80 0.68  C79 1.498, O81 1.177, N82 1.525
81 O 4.64 -3.43 -0.28  C80 1.177
82 N 3.91 -3.54 1.92  C80 1.525, H83 1.040, H84 1.022, C85 1.518
83 H 3.80 -2.85 2.69  N82 1.040
84 H 3.00 -3.99 1.83  N82 1.022
85 C 5.03 -4.49 2.28  N82 1.518, H89 1.089, H90 1.088, H91 1.082
86 H 3.66 -0.87 0.69  C79 1.097
87 H 5.40 -1.00 0.08  C79 1.084
88 H 5.03 -1.15 1.82  C79 1.093
89 H 4.63 -5.31 2.87  C85 1.089
90 H 5.65 -3.94 2.99  C85 1.088
91 H 5.61 -4.91 1.46  C85 1.082
92 P -4.85 -2.57 0.72  F93 1.624, F94 1.603, F95 1.630, F96 1.651, F97 1.652, F98 1.589
93 F -5.86 -2.78 -0.53  P92 1.624
94 F -5.50 -3.82 1.48  P92 1.603
95 F -3.85 -3.64 -0.01  P92 1.630
96 F -3.69 -2.38 1.88  P92 1.651
97 F -4.02 -1.38 -0.07  P92 1.652
98 F -5.88 -1.54 1.35  P92 1.589
99 P -1.09 -1.77 -5.11  F100 1.613, F101 1.605, F102 1.638, F103 1.648, F104 1.617, F105 1.614
100 F -1.39 -3.21 -4.45  P99 1.613
101 F -2.67 -1.47 -5.20  P99 1.605
102 F -0.97 -1.04 -3.65  P99 1.638
103 F -0.78 -0.30 -5.77  P99 1.648
104 F 0.50 -2.04 -5.05  P99 1.617
105 F -1.18 -2.48 -6.55  P99 1.614
106 N -0.65 0.00 0.77  S107 1.539, S111 1.726
107 S -0.44 0.61 -0.63  N106 1.539, O108 1.440, O109 1.449, F110 1.606, S111 2.441
108 O 0.45 -0.01 -1.59  S107 1.440
109 O -0.65 2.04 -0.66  S107 1.449
110 F -1.85 0.09 -1.18  S107 1.606
111 S 1.00 0.12 1.28  N106 1.726, S107 2.441, O112 1.431, O113 1.416, F114 1.590
112 O 1.87 1.19 0.92  S111 1.431
113 O 1.51 -1.19 1.46  S111 1.416
114 F 0.66 0.59 2.76  S111 1.590
115 N 2.45 -0.90 4.39  O116 1.247, O117 1.255, O118 1.240
116 O 2.66 0.27 4.76  N115 1.247
117 O 3.39 -1.52 3.85  N115 1.255
118 O 1.33 -1.42 4.50  N115 1.240

Atomic partial charges in e from the Mulliken method, atoms 1 to 2:
1 C -0.736
2 C 0.365